{
  "formula": "C23H43Cl2NO6S",
  "method": "ωB97M-V with the def2-TZVPD basis set",
  "smiles": "CNC[C@@]1(CCCCCCCCCCOC)OS(=O)(=O)O[C@]1(CCCCOC)/C(Cl)=C(\\C)Cl",
  "e_lumo_ev": 0.31,
  "homo_ev": -9.49,
  "orbital_gap_ev": 9.796,
  "species": ["C", "N", "C", "C", "C", "C", "C", "C", "C", "C", "C", "C", "C", "C", "O", "C", "O", "S", "O", "O", "O", "C", "C", "C", "C", "C", "O", "C", "C", "Cl", "C", "C", "Cl", "H", "H", "H", "H", "H", "H", "H", "H", "H", "H", "H", "H", "H", "H", "H", "H", "H", "H", "H", "H", "H", "H", "H", "H", "H", "H", "H", "H", "H", "H", "H", "H", "H", "H", "H", "H", "H", "H", "H", "H", "H", "H", "H"],
  "coordinates": [[0.574106, -1.302679, 1.936325], [1.917169, -0.891120, 1.520781], [2.197636, 0.535202, 1.607735], [2.089887, 1.336097, 0.287986], [0.551250, 1.419818, 0.039121], [0.050706, 2.658544, -0.720933], [-1.461218, 2.837342, -0.390337], [-2.365589, 1.837124, -1.115960], [-3.795491, 1.908923, -0.500226], [-4.363623, 0.530211, -0.130147], [-5.615007, 0.670262, 0.749976], [-6.881417, 1.056584, -0.068577], [-7.891636, -0.107772, -0.160582], [-7.256409, -1.433635, -0.595345], [-7.313006, -2.332881, 0.503093], [-6.848192, -3.621610, 0.145887], [2.532297, 2.644758, 0.709974], [3.268286, 3.443530, -0.471476], [2.635981, 4.657182, -0.810973], [4.638567, 3.667712, -0.179219], [3.003967, 2.336701, -1.585915], [2.887961, 0.973860, -0.995258], [4.388900, 0.528603, -0.973203], [4.970249, -0.126046, 0.284656], [6.365585, -0.712006, -0.040481], [6.608124, -2.104708, 0.548676], [7.287936, -1.995428, 1.804269], [6.530145, -2.493764, 2.881833], [2.139016, 0.269568, -2.170173], [1.575810, 1.267976, -3.498890], [1.903351, -1.026724, -2.262916], [2.356751, -2.048286, -1.280717], [1.012093, -1.654308, -3.625073], [0.072672, -1.766749, 1.074151], [0.605531, -2.087685, 2.692863], [-0.065469, -0.480462, 2.255153], [2.624729, -1.420861, 2.005906], [3.196613, 0.647993, 2.031043], [1.538149, 0.973694, 2.360082], [0.200724, 0.529307, -0.487763], [0.017467, 1.413619, 0.987503], [0.097692, 2.573128, -1.804902], [0.523944, 3.591550, -0.427239], [-1.601442, 2.768651, 0.693455], [-1.709041, 3.862039, -0.677949], [-2.484233, 2.191462, -2.142027], [-1.984964, 0.815888, -1.103047], [-3.727047, 2.472285, 0.436470], [-4.475873, 2.484528, -1.130111], [-3.616432, 0.013858, 0.479316], [-4.606783, 0.010131, -1.057819], [-5.810380, -0.247529, 1.308629], [-5.483307, 1.457355, 1.497909], [-6.565185, 1.365447, -1.070872], [-7.363898, 1.933016, 0.366313], [-8.673258, 0.177542, -0.866258], [-8.298632, -0.250029, 0.841068], [-6.206371, -1.325088, -0.891470], [-7.787018, -1.823278, -1.473948], [-7.422482, -4.363980, 0.699869], [-6.930109, -3.792797, -0.931116], [-5.787130, -3.754016, 0.396744], [5.012326, 1.389260, -1.202051], [4.555353, -0.157172, -1.805478], [4.326441, -0.869888, 0.748360], [5.141342, 0.622843, 1.063135], [6.547443, -0.748791, -1.117957], [7.155112, -0.077490, 0.361877], [7.288368, -2.667361, -0.097903], [5.688269, -2.686755, 0.654005], [6.008030, -3.430795, 2.653939], [5.772063, -1.755048, 3.186221], [7.158705, -2.688143, 3.749624], [1.580197, -2.273115, -0.557236], [2.501030, -2.979804, -1.837759], [3.301982, -1.826841, -0.803518]],
  "forces_ev_per_a": [[-0.004, -0.768, -0.921], [-0.306, 0.416, 0.140], [1.241, -0.822, 0.398], [-2.192, -0.786, 1.322], [0.304, 0.566, -1.118], [-1.515, 0.002, 0.376], [0.990, -0.163, -0.427], [-1.187, 1.193, 0.246], [0.528, -0.451, 0.500], [-0.336, 1.022, 0.556], [-0.723, 0.306, -0.439], [0.298, -0.475, 0.033], [0.770, 0.544, -0.146], [-0.030, 0.315, 0.192], [-0.202, -0.321, -0.444], [0.327, 0.016, 0.148], [0.802, 0.460, -0.761], [0.404, 0.571, -0.065], [-1.639, 0.136, -0.377], [0.782, -1.493, 0.451], [0.099, 0.844, 0.953], [0.993, 1.233, -1.871], [-0.186, -0.906, 0.755], [0.859, 0.505, 0.158], [-0.205, -0.478, 0.145], [0.848, 0.287, -0.096], [-0.400, -0.520, 0.126], [-0.456, 0.255, 0.358], [-0.427, 0.641, 0.064], [0.207, -0.084, 0.360], [0.094, -0.327, 0.074], [-0.174, -1.132, -0.752], [0.145, -0.184, 0.378], [-0.175, 0.125, 0.124], [0.033, 0.211, 0.210], [0.207, 0.069, 0.223], [-0.076, 0.076, 0.054], [0.049, 0.159, -0.229], [-0.080, 0.440, -0.310], [0.242, -0.122, 0.043], [0.326, 0.071, 0.226], [0.414, -0.074, 0.061], [0.341, -0.220, 0.073], [-0.022, -0.017, -0.011], [-0.354, -0.085, 0.022], [0.453, -0.420, -0.210], [0.065, 0.019, -0.006], [-0.023, 0.043, -0.028], [-0.037, -0.163, -0.117], [0.156, -0.252, -0.435], [0.211, -0.413, 0.168], [0.014, -0.067, -0.075], [0.394, -0.112, 0.016], [-0.064, -0.065, -0.024], [-0.103, -0.059, 0.023], [-0.212, -0.104, 0.230], [-0.287, -0.133, -0.145], [-0.059, 0.167, -0.046], [-0.050, -0.262, 0.187], [-0.029, 0.008, -0.088], [-0.246, -0.101, 0.040], [-0.048, 0.127, 0.059], [-0.159, 0.150, 0.068], [-0.248, -0.037, -0.024], [-0.062, -0.200, -0.327], [-0.280, 0.136, -0.083], [-0.230, -0.038, -0.036], [-0.023, 0.069, -0.022], [-0.118, -0.003, -0.077], [-0.048, 0.075, -0.008], [0.124, 0.016, -0.175], [0.001, -0.107, 0.018], [0.265, 0.145, -0.164], [0.048, 0.180, 0.249], [0.101, 0.062, 0.033], [-0.117, 0.301, 0.197]]
}

{
  "formula": "C23H43Cl3GeO3PRhS3",
  "method": "ωB97M-V with the def2-TZVPD basis set",
  "charge": 1,
  "e_lumo_ev": [-3.71, -6.33],
  "multiplicity": 6,
  "homo_ev": [-11.17, -12.14],
  "s2": 8.77,
  "orbital_gap_ev": [7.462, 5.813],
  "species": ["Rh", "C", "O", "C", "C", "O", "C", "H", "H", "H", "H", "H", "H", "H", "H", "H", "H", "S", "C", "S", "S", "Cl", "Ge", "Cl", "Cl", "O", "P", "C", "C", "C", "C", "C", "C", "C", "C", "C", "C", "C", "C", "C", "C", "C", "C", "C", "C", "H", "H", "H", "H", "H", "H", "H", "H", "H", "H", "H", "H", "H", "H", "H", "H", "H", "H", "H", "H", "H", "H", "H", "H", "H", "H", "H", "H", "H", "H", "H", "H", "H"],
  "coordinates": [[-0.894946, 1.674764, 0.601290], [-1.908246, 2.323064, 3.852390], [-0.814446, 1.982164, 3.018090], [0.442554, 2.391964, 3.540490], [1.530254, 1.797864, 2.647690], [1.415654, 2.229064, 1.299290], [2.274854, 3.300764, 0.935390], [-1.728246, 1.965164, 4.870490], [-2.790746, 1.828164, 3.441590], [-2.068746, 3.406364, 3.880890], [0.567054, 2.003864, 4.559290], [0.500854, 3.487764, 3.558490], [1.405354, 0.709164, 2.635890], [2.517854, 2.047464, 3.047590], [3.309454, 2.944664, 0.876190], [2.209454, 4.131064, 1.642790], [1.957354, 3.642764, -0.048110], [-4.684646, 2.212864, -1.970610], [-3.342446, 2.157564, -0.997410], [-1.775546, 2.593864, -1.564010], [-3.353946, 1.576464, 0.619790], [-0.146446, 5.686664, 2.573890], [-1.076546, 4.605264, 0.855190], [-0.312146, 5.741664, -0.858310], [-3.184946, 5.218064, 1.011090], [-0.326946, -0.473336, 0.310590], [0.118854, -1.421536, -0.768210], [1.005654, -0.480736, -2.134310], [1.687754, 0.741564, -1.531410], [2.602754, 1.418764, -2.562810], [2.067454, 1.266064, -3.989510], [0.546254, 1.225364, -3.963410], [0.041354, -0.027936, -3.234810], [-1.344746, -2.282336, -1.579210], [-1.799246, -3.559436, -0.865710], [-2.592346, -3.216636, 0.393590], [-3.895646, -2.477836, 0.053290], [-3.872246, -1.956236, -1.379010], [-2.529346, -1.301736, -1.693310], [1.300254, -2.728636, -0.133010], [0.872754, -3.347036, 1.201990], [1.120854, -2.406136, 2.375390], [2.597454, -2.050036, 2.465090], [3.023454, -1.377036, 1.165990], [2.761654, -2.283336, -0.034010], [1.763054, -1.146036, -2.554610], [2.282354, 0.471364, -0.660510], [0.900954, 1.438764, -1.188810], [3.604654, 0.992664, -2.498910], [2.692454, 2.478464, -2.317910], [2.454954, 0.353164, -4.448110], [2.399054, 2.102164, -4.601710], [0.140754, 1.243764, -4.975510], [0.182654, 2.118664, -3.447110], [-0.107446, -0.839936, -3.949910], [-0.917246, 0.226464, -2.786610], [-0.978346, -2.561736, -2.573210], [-0.949146, -4.202136, -0.633610], [-2.437046, -4.125236, -1.549010], [-1.978746, -2.572936, 1.026890], [-2.810646, -4.127136, 0.953090], [-4.021346, -1.635736, 0.736090], [-4.756246, -3.133636, 0.180290], [-4.666446, -1.221036, -1.515910], [-4.057746, -2.762636, -2.088310], [-2.386146, -0.482636, -0.978610], [-2.582446, -0.881636, -2.698410], [1.234254, -3.487836, -0.926510], [1.465954, -4.254836, 1.344990], [-0.175146, -3.635736, 1.194690], [0.786054, -2.884036, 3.296090], [0.530854, -1.497836, 2.232590], [3.185254, -2.955736, 2.614690], [2.782454, -1.387536, 3.312990], [4.082554, -1.116636, 1.197790], [2.448854, -0.456036, 1.054990], [3.367554, -3.188736, 0.072990], [3.084854, -1.788336, -0.951410]],
  "forces_ev_per_a": [[-0.528, -0.281, 0.089], [-0.480, 0.111, 0.169], [0.306, -0.284, -0.536], [0.664, 0.125, -0.212], [-0.311, -0.173, 0.556], [-0.620, -0.223, -0.079], [0.246, 0.226, -0.160], [-0.014, -0.036, -0.101], [0.094, 0.120, 0.123], [0.039, -0.075, -0.057], [-0.041, 0.019, -0.097], [-0.020, -0.250, 0.086], [0.107, 0.096, 0.008], [-0.061, -0.055, -0.042], [-0.113, 0.021, 0.039], [-0.047, -0.037, -0.018], [0.029, 0.041, 0.000], [-0.179, 0.053, -0.043], [0.948, -0.239, 0.661], [-0.133, 0.208, -0.045], [-0.264, 0.132, -0.064], [-0.270, -0.336, -0.496], [-0.238, 0.982, 0.042], [-0.037, -0.356, 0.332], [0.538, -0.269, -0.046], [-0.294, 1.275, 0.892], [0.800, -1.184, -1.460], [-0.477, -0.445, 0.721], [0.215, 0.090, 0.084], [-0.062, 0.002, -0.070], [-0.101, 0.146, -0.014], [0.166, -0.146, -0.071], [-0.081, 0.156, -0.121], [0.575, 0.081, 0.204], [0.097, -0.062, 0.215], [0.029, -0.118, 0.007], [-0.082, -0.022, -0.127], [0.105, 0.119, 0.116], [-0.259, 0.227, -0.100], [-0.500, 0.306, -0.531], [-0.243, 0.112, 0.087], [0.106, -0.140, 0.148], [-0.145, 0.254, -0.120], [0.124, -0.174, 0.089], [0.048, 0.274, -0.053], [0.019, -0.104, 0.038], [-0.131, 0.124, 0.083], [0.353, -0.174, -0.158], [0.048, 0.004, 0.052], [0.039, 0.035, 0.032], [-0.003, -0.005, -0.040], [0.128, -0.028, -0.086], [-0.056, 0.080, 0.041], [-0.005, 0.032, -0.116], [-0.115, 0.018, 0.042], [-0.056, -0.121, -0.121], [0.046, 0.086, 0.019], [-0.059, -0.041, -0.057], [0.098, -0.028, -0.009], [0.036, -0.053, 0.120], [0.082, 0.040, 0.073], [-0.087, -0.004, 0.030], [-0.037, -0.004, 0.082], [-0.045, -0.003, -0.076], [-0.097, -0.025, -0.049], [-0.064, -0.024, -0.188], [0.107, 0.075, 0.079], [-0.024, 0.022, 0.056], [-0.044, -0.060, -0.018], [0.035, -0.122, -0.022], [-0.048, -0.007, 0.041], [-0.030, -0.015, 0.114], [0.096, -0.086, 0.103], [0.059, -0.038, 0.046], [0.009, 0.080, -0.033], [0.042, 0.132, 0.003], [0.002, 0.020, -0.055], [0.063, -0.076, -0.033]]
}

{
  "formula": "C23H43EuN2OP3Se",
  "method": "ωB97M-V with the def2-TZVPD basis set",
  "charge": 3,
  "e_lumo_ev": [-11.49, -10.19],
  "multiplicity": 7,
  "homo_ev": [-14.42, -14.42],
  "s2": 12.06,
  "orbital_gap_ev": [2.930, 4.236],
  "species": ["Eu", "P", "P", "P", "H", "C", "C", "H", "C", "C", "C", "C", "C", "C", "C", "C", "C", "H", "H", "H", "H", "H", "H", "H", "H", "H", "H", "H", "H", "H", "H", "H", "H", "H", "H", "H", "H", "H", "H", "H", "H", "H", "H", "H", "H", "H", "C", "C", "C", "C", "C", "C", "Se", "H", "H", "H", "H", "H", "H", "N", "C", "O", "C", "C", "C", "N", "C", "C", "H", "H", "H", "H", "H", "H"],
  "coordinates": [[0.182030, 0.335409, 0.693297], [1.420169, 0.777181, -1.908348], [-1.716362, 2.061200, -0.272952], [1.824457, -1.860510, 0.747009], [-2.341036, -0.862094, -0.037359], [-1.770313, -1.420010, 0.730188], [-1.572619, -0.923022, 1.990563], [-1.977782, 0.060301, 2.305898], [0.726394, -0.195398, -3.292559], [1.341523, 2.509555, -2.500199], [3.217603, 0.438734, -1.994015], [-3.125343, 1.954317, 0.875695], [-1.288983, 3.828828, -0.305503], [-2.375629, 1.589984, -1.895073], [1.240754, -2.899038, 2.124371], [3.575241, -1.544460, 1.121865], [1.726253, -2.914958, -0.723488], [-1.130573, -2.215178, 0.300250], [-0.748298, -1.275696, 2.644225], [1.221997, 0.013166, -4.241319], [-0.337950, 0.006447, -3.412693], [0.805340, -1.264586, -3.093393], [1.885018, 2.635959, -3.438656], [1.792079, 3.164855, -1.750642], [0.317992, 2.860581, -2.639099], [3.621747, 0.714059, -2.969771], [3.453138, -0.608844, -1.802932], [3.740121, 1.018761, -1.229459], [-3.922601, 2.628035, 0.558558], [-2.802389, 2.227347, 1.886193], [-3.497017, 0.928804, 0.941522], [-2.019141, 4.384126, -0.894922], [-0.291808, 3.958457, -0.735711], [-1.244694, 4.230939, 0.710667], [-3.297098, 2.145348, -2.064312], [-2.594840, 0.517449, -1.924922], [-1.672206, 1.780787, -2.708355], [1.861809, -3.791033, 2.213235], [0.192959, -3.176208, 1.986329], [1.284680, -2.331956, 3.060295], [4.120531, -2.487477, 1.164729], [3.661357, -1.021221, 2.079802], [4.025011, -0.888283, 0.371384], [2.217775, -3.861643, -0.501784], [2.189247, -2.451511, -1.597225], [0.682195, -3.105599, -0.994264], [-3.234018, -3.945833, -3.113448], [-3.632969, -3.627889, -1.805465], [-4.620054, -4.377847, -1.165515], [-5.233105, -5.452227, -1.829421], [-4.844411, -5.769210, -3.141260], [-3.853003, -5.022571, -3.782732], [-1.860336, -2.938809, -3.977121], [-1.646940, -2.013933, -2.833956], [-3.157721, -2.791493, -1.298293], [-4.917829, -4.127374, -0.144440], [-6.009581, -6.036425, -1.325289], [-5.318871, -6.603343, -3.662667], [-3.548451, -5.264455, -4.798998], [3.006907, 5.107133, 5.483034], [3.721082, 4.476090, 4.501197], [4.923743, 4.609109, 4.347710], [2.891212, 3.601943, 3.619284], [1.493161, 3.439845, 3.734240], [0.869518, 2.575980, 2.833956], [1.570041, 1.933265, 1.868685], [2.903365, 2.082987, 1.767475], [3.598568, 2.912234, 2.619519], [3.547381, 5.690158, 6.100690], [2.016875, 4.987349, 5.622455], [0.882352, 3.962753, 4.481983], [-0.214116, 2.370365, 2.840824], [3.390163, 1.514663, 0.964774], [4.676298, 3.035635, 2.515659]],
  "forces_ev_per_a": [[2.134, 1.670, 0.077], [0.288, 0.088, -0.939], [-0.622, 0.705, -0.208], [0.591, -0.695, -0.118], [-0.286, -0.571, 0.693], [0.564, 0.783, 0.911], [0.125, -0.182, -1.194], [-0.426, -0.855, -0.040], [-0.179, -0.162, 0.160], [-0.040, 0.132, 0.320], [0.056, -0.014, 0.306], [0.023, -0.106, 0.120], [0.314, -0.034, -0.082], [-0.088, -0.073, -0.096], [-0.139, 0.201, 0.136], [0.012, 0.261, -0.048], [-0.024, -0.086, -0.080], [-0.703, -0.020, 0.535], [-0.905, -0.401, -0.139], [0.114, 0.126, 0.084], [-0.012, 0.127, -0.023], [0.114, -0.029, 0.016], [-0.019, -0.129, 0.035], [0.117, -0.020, -0.055], [0.029, -0.181, -0.103], [-0.100, 0.009, 0.006], [-0.131, 0.004, -0.145], [0.000, 0.104, -0.129], [-0.077, -0.077, 0.092], [-0.080, 0.205, -0.119], [-0.219, 0.140, -0.201], [0.001, 0.072, 0.060], [-0.221, 0.068, -0.059], [-0.169, -0.084, -0.081], [-0.069, -0.022, -0.197], [-0.128, 0.096, 0.047], [-0.069, 0.180, 0.146], [-0.087, -0.043, 0.062], [0.156, -0.271, -0.119], [0.228, -0.125, -0.018], [0.082, 0.031, 0.031], [-0.049, -0.228, -0.004], [-0.032, -0.255, -0.004], [0.005, -0.110, -0.174], [0.116, -0.057, 0.180], [0.072, -0.115, 0.103], [-0.827, -0.598, 0.566], [-0.044, -0.415, -0.418], [-0.130, -0.267, -0.237], [0.258, 0.192, -0.139], [-0.009, 0.253, 0.416], [0.369, 0.539, 0.286], [0.187, 0.181, 0.048], [-0.143, -0.200, -0.161], [-0.106, -0.046, 0.029], [0.062, -0.084, -0.335], [0.342, 0.247, -0.238], [0.183, 0.304, 0.151], [-0.120, -0.036, 0.178], [0.645, -0.451, -0.723], [0.338, 1.301, 1.489], [-1.203, -0.472, -0.250], [-0.290, -0.700, -0.838], [-0.014, -0.262, -0.340], [0.737, 0.187, -0.089], [-0.778, -0.500, 0.119], [-0.137, 0.048, -0.089], [-0.192, 0.036, 0.069], [-0.165, 0.142, 0.208], [0.380, 0.198, 0.177], [0.359, -0.356, -0.440], [0.399, 0.303, 0.216], [-0.110, 0.303, 0.387], [-0.256, 0.098, 0.216]]
}

Computed energy relative to the best compared isomer or geometry (same formula, charge and spin) (kcal/mol) in order:
13.6; 0.0; 0.0
Computed maximum force (eV/A) in order:
2.68; 2.04; 2.71